C4H4ClOP as an isolated structure at a distorted geometry, computed with the ωB97M-V functional and the def2-TZVPD basis.

XYZ file:
```
11
Properties=species:S:1:pos:R:3:forces:R:3
C -1.167 0.358 -0.639 0.7069 0.1186 0.7316
C -1.032 -0.002 0.773 -3.9093 0.3297 -0.4986
C -0.019 0.392 -1.303 -0.1660 -0.6746 0.1696
C 0.118 -0.242 1.256 3.8646 -0.9476 0.8483
O 2.042 -1.698 -0.653 -3.7303 6.3627 2.1995
P 1.242 -0.253 -0.154 3.7937 -5.9605 -2.0227
Cl 2.607 1.091 0.484 0.0342 0.2613 -0.4567
H -2.101 0.600 -1.081 -0.7234 -0.1015 -0.3013
H -1.882 -0.193 1.371 -1.1129 0.4808 0.5615
H -0.170 0.356 -2.359 1.1861 0.3761 -0.7108
H 0.363 -0.408 2.305 0.0565 -0.2450 -0.5205
```
Forces are in eV/Å.

For the highest occupied orbital energy, the calculation gives -9.8 eV. Its total charge is 0. Its largest force on an atom is 0.150 hartree/bohr. The calculation puts the LUMO energy at -0.772 eV. For the energy above the lowest of the compared OMol25 structures with the same formula, charge and spin, the calculation gives 62.9 kJ/mol. Its spin multiplicity is 1.


C5H8N2O in the gas phase at a distorted geometry, computed with the ωB97M-V functional and the def2-TZVPD basis.

XYZ file:
```
16
Properties=species:S:1:pos:R:3:forces:R:3
H 1.329 2.028 -0.309 -0.5621 0.3180 -0.2148
N 0.308 1.965 -0.162 0.1846 -2.5058 0.2542
C 0.088 0.695 0.014 -2.4575 1.0691 1.0770
C 1.097 -0.374 -0.070 4.7675 1.6682 1.6227
C 2.672 -0.090 0.197 -2.4015 1.2014 -2.0247
O 0.898 -1.509 -0.268 -1.8101 -2.9046 -0.9042
N -1.161 0.171 0.551 1.1109 -0.3854 -0.1903
C -2.393 0.339 -0.155 0.0091 -0.1654 0.1567
C -1.893 -1.057 0.013 0.9289 1.1357 0.4271
H 3.125 -0.964 -0.152 0.6552 -1.3594 -0.5229
H 2.994 0.068 1.177 -0.0392 0.5123 1.7634
H 3.013 0.717 -0.443 0.2088 0.3415 0.0449
H -3.254 0.675 0.398 -0.0683 0.3056 -0.0231
H -2.148 0.761 -1.108 -0.9257 0.3228 -0.6543
H -2.263 -1.815 0.739 0.3042 1.0719 -0.4826
H -1.439 -1.429 -0.875 0.0952 -0.6261 -0.3292
```
Forces are in eV/Å.

For the highest occupied orbital energy, the calculation gives -9.6 eV. Its total charge is 0. Its largest force on an atom is 0.103 hartree/bohr. As for the SMILES: [H]/N=C(\C(C)=O)N1CC1. The calculation puts the LUMO energy at 0.167 eV. For the energy above the lowest of the compared OMol25 structures with the same formula, charge and spin, the calculation gives 288.7 kJ/mol. Its spin multiplicity is 1.


C6H13N as an isolated structure at a distorted geometry, computed with the ωB97M-V functional and the def2-TZVPD basis.

XYZ file:
```
20
Properties=species:S:1:pos:R:3:forces:R:3
C 1.022 0.743 2.142 0.0265 -0.7181 -0.9917
C 1.802 0.958 0.783 -0.5836 0.5863 0.9651
C 1.433 -0.035 -0.248 -1.5610 0.0656 0.1208
C 0.162 -0.128 -0.780 0.7434 -0.6295 -0.8798
C -0.936 0.686 -0.448 1.6696 -1.0033 3.5353
N -2.217 0.529 -0.701 2.0590 0.5956 -0.8500
C -0.178 -1.125 -1.873 -0.7261 -0.6219 -0.5586
H 1.316 -0.236 2.530 0.1706 0.3119 0.3442
H 1.203 1.553 2.848 0.1198 -0.1947 -0.1032
H -0.048 0.632 1.956 -0.0518 0.3490 0.0047
H 2.846 0.964 1.060 0.3387 -0.1625 -0.4090
H 1.548 1.950 0.389 0.0684 -0.0496 0.1083
H -2.561 -1.603 0.853 0.1745 -0.2862 -0.1981
H 2.113 -0.825 -0.568 0.0782 0.2551 0.0844
H -2.208 -2.002 0.322 -0.1870 0.1480 0.3185
H -2.756 1.192 -0.124 -0.2495 0.4034 -0.9510
H -1.542 0.932 -1.585 -3.0859 0.5166 -0.8445
H -1.104 -0.843 -2.386 0.4072 0.4474 -0.4041
H -0.529 -2.119 -1.574 0.7088 -0.0013 0.6382
H 0.633 -1.222 -2.595 -0.1198 -0.0116 0.0706
```
Forces are in eV/Å.

For the highest occupied orbital energy (spin up / spin down), the calculation gives -14.4 / -14.6 eV. Its total charge is +1. Its largest force on an atom is 0.078 hartree/bohr. The calculation puts the LUMO energy (spin up / spin down) at -6.025 / -5.979 eV. For the energy above the lowest of the compared OMol25 structures with the same formula, charge and spin, the calculation gives 523.9 kJ/mol. Its spin multiplicity is 2.


C20H13MoN7O as an isolated structure at a distorted geometry, computed with the ωB97M-V functional and the def2-TZVPD basis.

XYZ file:
```
42
Properties=species:S:1:pos:R:3:forces:R:3
Mo -0.168 0.197 0.380 -0.5497 -0.6867 -2.0871
C -3.534 -2.844 0.855 0.0280 0.1310 0.0986
C -2.964 -3.474 -0.262 0.1031 0.0240 -0.0360
C -1.709 -3.139 -0.733 0.0152 0.1100 -0.2490
C -0.980 -2.178 -0.035 -0.4844 0.0375 0.3304
C -1.538 -1.551 1.122 0.5070 -0.3778 0.0403
C -2.829 -1.894 1.556 -0.3385 0.1312 -0.0102
N 0.198 -1.554 -0.379 0.1645 -0.2812 1.0396
C 1.204 -1.852 -1.287 0.5596 0.6034 -0.4961
C 1.714 -3.078 -1.668 -0.2218 -0.0354 0.1818
C 2.794 -3.088 -2.543 0.0134 0.1165 -0.0572
C 3.335 -1.908 -3.060 0.0320 -0.1478 -0.0186
C 2.820 -0.680 -2.702 -0.1651 0.2682 0.1485
C 1.769 -0.660 -1.783 0.1699 -1.0229 -0.1789
N 1.119 0.451 -1.268 0.4242 1.2268 -0.5789
N 1.399 1.601 -1.724 0.2623 -1.0386 -0.2503
C 0.586 2.583 -1.228 -0.6632 0.7309 0.5166
C 0.740 3.910 -1.609 0.2324 -0.5430 -0.0812
C -0.079 4.863 -1.029 -0.3109 0.0379 0.1946
C -1.067 4.455 -0.139 0.1539 0.1754 -0.2032
C -1.199 3.110 0.154 -0.0902 -0.2210 -0.0286
N -0.376 2.185 -0.357 -0.2295 0.8275 -0.2435
H -4.516 -3.141 1.194 0.0012 -0.0154 -0.0015
H -3.525 -4.248 -0.770 0.0086 0.0039 -0.0199
H -1.299 -3.604 -1.619 -0.0141 -0.0074 -0.0003
H -0.812 -1.181 1.873 -0.3709 -0.4551 0.3745
H -3.229 -1.461 2.462 0.0519 0.0268 0.0225
H 1.306 -4.000 -1.277 0.0147 -0.0016 0.0017
H 3.227 -4.038 -2.826 -0.0130 0.0007 -0.0264
H 4.171 -1.960 -3.743 -0.0197 0.0078 -0.0199
H 3.205 0.246 -3.106 0.0843 -0.0259 0.0250
H 1.499 4.151 -2.340 0.0332 0.0523 0.0491
H 0.039 5.911 -1.269 0.0117 -0.0078 -0.0366
H -1.728 5.172 0.326 -0.0416 -0.0264 -0.0121
H -1.983 2.753 0.811 0.0623 0.0360 0.0898
O 0.366 1.140 1.837 0.0196 0.1976 1.5538
N 1.069 1.651 2.839 1.0818 0.4148 0.5038
C 0.546 1.540 4.010 -0.5984 -0.3179 -0.5519
C -0.727 0.871 4.118 -0.1170 -0.1310 -0.2284
N -1.693 0.292 3.891 -0.0294 0.0187 0.1894
C 1.198 2.043 5.170 0.2043 0.1557 0.1442
N 1.649 2.407 6.161 0.0183 0.0084 -0.0884
```
Forces are in eV/Å.

For the highest occupied orbital energy (spin up / spin down), the calculation gives -14.9 / -14.9 eV. Its total charge is +2. Its largest force on an atom is 0.044 hartree/bohr. The calculation puts the LUMO energy (spin up / spin down) at -8.823 / -9.268 eV. For the energy above the lowest of the compared OMol25 structures with the same formula, charge and spin, the calculation gives 128.7 kJ/mol. Its spin multiplicity is 3.


C4H4HgLi2O5 as an isolated structure at a distorted geometry, computed with the ωB97M-V functional and the def2-TZVPD basis.

XYZ file:
```
16
Properties=species:S:1:pos:R:3:forces:R:3
O 2.913 -0.924 -0.133 0.4101 -0.3585 0.2686
C 1.966 -0.134 0.097 1.1382 1.6706 -0.8468
O 2.054 1.110 -0.042 0.0048 0.1948 -0.0073
Hg 4.727 0.911 -0.646 -1.5299 -0.7212 0.3961
O 0.785 -0.649 0.483 -0.4808 -1.1235 -0.0260
C -0.398 0.036 0.104 0.2178 0.5877 0.1426
C -1.553 -0.912 0.355 0.7099 -0.6705 0.5881
H -0.360 0.315 -0.959 0.0613 -0.0418 0.1987
H -0.518 0.957 0.690 0.0296 -0.1965 -0.1108
H -1.500 -1.770 -0.330 -0.1349 0.1647 0.2310
H -1.567 -1.280 1.390 0.1662 0.0761 -0.3352
O -2.737 -0.155 0.121 -0.7986 0.6833 -0.7821
C -3.968 -0.647 0.404 -0.2390 -0.1470 -0.5788
O -4.015 -1.739 0.982 -0.3767 -0.2611 0.4721
Li -5.811 -1.879 1.335 0.4881 0.0302 -0.0158
Li -4.471 0.437 -1.325 0.3340 0.1129 0.4057
```
Forces are in eV/Å.

For the highest occupied orbital energy (spin up / spin down), the calculation gives -11.7 / -11.3 eV. Its total charge is +1. Its largest force on an atom is 0.043 hartree/bohr. The calculation puts the LUMO energy (spin up / spin down) at -4.104 / -5.358 eV. Its spin multiplicity is 2.


C20H22Cl5HgIN2O6PS2 as an isolated structure at a distorted geometry, computed with the ωB97M-V functional and the def2-TZVPD basis.

XYZ file:
```
60
Properties=species:S:1:pos:R:3:forces:R:3
Hg -0.304 1.002 -1.668 -0.0782 0.2790 0.1591
Cl 2.409 6.838 3.816 0.0925 0.2550 0.1753
C 1.868 5.362 3.103 0.0255 0.0761 0.0933
C 1.900 5.188 1.722 -0.0192 -0.1092 0.2214
Cl 2.514 6.464 0.747 0.1253 0.3137 -0.2647
C 1.469 4.020 1.137 -0.0387 -0.0168 -0.2756
Cl 1.527 3.854 -0.586 -0.1002 -0.1696 0.1476
C 0.953 2.912 1.899 0.1865 0.3043 0.1762
O 0.543 1.849 1.409 0.0153 -0.2534 -0.3094
C 0.971 3.149 3.317 -0.1318 -0.1057 0.0564
Cl 0.383 1.863 4.306 -0.1025 -0.2581 0.0640
C 1.397 4.320 3.895 0.0959 0.0772 -0.2065
Cl 1.368 4.500 5.610 -0.0001 0.0870 0.2860
O 0.368 -3.147 -3.958 0.1638 -0.1907 0.2008
S 0.476 -1.806 -3.423 -0.4786 -1.0968 -0.8984
O -0.648 -0.968 -3.772 -0.1398 0.3054 0.3171
O 0.587 -1.955 -1.855 0.1484 0.3030 -0.5991
O 1.763 -1.168 -3.812 0.1735 -0.0048 -0.1051
I 3.947 4.504 -6.475 -0.2222 -0.2740 0.2488
C 2.920 3.163 -5.240 0.4427 0.2612 -0.6398
C 2.817 1.800 -5.424 0.1422 0.1899 -0.2028
N 2.084 1.336 -4.409 0.1328 -0.0074 -0.0706
N 1.723 2.313 -3.590 -0.4609 0.0649 0.7638
C 2.213 3.440 -4.071 0.0554 -0.0835 -0.1566
H 3.208 1.173 -6.197 0.0838 -0.2205 -0.1571
H 1.855 0.326 -4.173 -0.0114 0.2706 -0.1041
H 2.045 4.379 -3.583 -0.0337 0.1523 0.1405
C 3.294 -2.058 -1.675 -0.2832 0.2113 -0.1403
P 1.965 -0.848 -1.241 1.2122 0.0924 1.5625
C 1.532 -1.253 0.498 -0.1318 0.1535 -0.3252
C 3.272 0.527 -0.702 -0.7568 -0.2757 -0.4777
H 3.955 -2.204 -0.819 -0.0317 0.0259 0.0779
H 3.858 -1.629 -2.502 0.0587 -0.0804 0.0277
H 2.863 -2.999 -2.001 0.0134 -0.1002 0.0013
H 2.396 -1.694 0.993 0.0710 -0.0364 0.0554
H 0.690 -1.938 0.534 -0.0355 -0.0990 0.0102
H 1.271 -0.319 0.991 -0.0533 0.0655 0.1352
H 3.931 0.155 0.080 0.0620 -0.2599 0.1264
H 2.710 1.374 -0.329 -0.0873 0.1536 0.0544
H 3.862 0.832 -1.561 0.0494 0.0675 -0.1917
C -5.704 -5.014 3.281 0.0179 0.0434 -0.0019
C -4.893 -4.020 2.503 -0.0311 -0.0619 0.0389
C -3.542 -4.227 2.257 -0.0449 0.0042 0.0377
C -2.797 -3.300 1.546 0.0342 0.0706 -0.0788
C -3.403 -2.150 1.077 0.2711 0.0471 -0.3662
C -4.751 -1.944 1.304 0.0024 0.2786 -0.1854
C -5.492 -2.866 2.015 0.1532 -0.1397 0.0400
S -2.483 -0.856 0.129 0.0751 -0.7255 1.7963
C -1.851 -0.142 1.707 0.1278 -0.0866 -0.7335
O -3.558 0.038 -0.315 -0.6813 0.7769 -0.5838
H -5.168 -5.953 3.388 0.0115 -0.1295 0.0489
H -6.650 -5.207 2.779 -0.1069 -0.0834 0.0027
H -5.929 -4.631 4.277 -0.0310 -0.0311 0.0938
H -3.070 -5.128 2.623 0.0630 -0.0975 0.0263
H -1.751 -3.476 1.347 0.1985 -0.0576 -0.0304
H -5.196 -1.049 0.900 -0.0905 0.1748 -0.0802
H -6.546 -2.698 2.191 -0.1184 0.0388 0.0005
H -2.696 0.182 2.307 -0.2197 -0.0364 -0.0448
H -1.194 0.691 1.469 0.0808 0.0789 -0.0511
H -1.284 -0.909 2.223 0.1346 -0.1316 0.0946
```
Forces are in eV/Å.

For the highest occupied orbital energy (spin up / spin down), the calculation gives -1.5 / -2.5 eV. Its total charge is -2. Its largest force on an atom is 0.038 hartree/bohr. The calculation puts the LUMO energy (spin up / spin down) at 3.487 / 3.487 eV. For the energy above the lowest of the compared OMol25 structures with the same formula, charge and spin, the calculation gives 101.1 kJ/mol. Its spin multiplicity is 2.


C3H6N2 in the gas phase at a distorted geometry, computed with the ωB97M-V functional and the def2-TZVPD basis.

XYZ file:
```
11
Properties=species:S:1:pos:R:3:forces:R:3
C -0.637 0.607 1.291 -0.1033 0.0542 0.1011
N 0.407 0.443 0.290 0.1260 -0.1509 0.0131
C -0.025 -0.392 -0.817 -0.0731 -0.0419 -0.1808
C 1.072 -0.624 -1.770 0.7466 -0.1017 -0.5221
N 1.948 -0.823 -2.497 -0.8367 0.1723 0.6678
H -1.511 1.086 0.839 0.1261 -0.0117 0.0009
H -0.269 1.270 2.079 -0.0815 -0.1526 -0.0845
H -0.979 -0.339 1.743 0.0857 0.1104 -0.0417
H 1.236 0.037 0.712 -0.0947 0.1044 -0.0482
H -0.410 -1.382 -0.518 0.0162 0.0840 0.0236
H -0.834 0.117 -1.353 0.0887 -0.0665 0.0708
```
Forces are in eV/Å.

For the highest occupied orbital energy, the calculation gives -9.7 eV. Its total charge is 0. Its largest force on an atom is 0.021 hartree/bohr. As for the SMILES: CNCC#N. The calculation puts the LUMO energy at 0.811 eV. For the energy above the lowest of the compared OMol25 structures with the same formula, charge and spin, the calculation gives 82.0 kJ/mol. Its spin multiplicity is 1.


C5H11NOS in the gas phase at a distorted geometry, computed with the ωB97M-V functional and the def2-TZVPD basis.

XYZ file:
```
19
Properties=species:S:1:pos:R:3:forces:R:3
C 2.909 -0.177 0.836 0.5455 -0.9786 -0.6356
C 1.652 -0.906 0.447 -1.6558 0.4353 0.7714
O 1.460 -2.075 0.693 0.3298 -0.7328 -0.1074
N 0.660 -0.140 -0.087 -0.5070 1.2567 -0.1170
C -0.745 -0.423 -0.419 0.0033 -0.5493 -0.5801
C -1.056 0.549 -1.569 0.3221 0.2029 -0.3005
C -1.694 -0.108 0.776 1.0220 0.3452 -0.5092
S -3.458 0.165 0.388 0.4178 0.2773 0.0804
H 3.525 -0.150 -0.071 0.1391 0.2796 0.2224
H 3.389 -0.865 1.532 0.1799 0.3437 0.0897
H 2.790 0.816 1.253 -0.1801 0.0560 -0.0308
H 0.829 0.847 -0.220 0.5368 -0.0726 0.1699
H -0.779 -1.474 -0.713 -0.2544 0.0953 -0.1008
H -0.229 0.588 -2.278 0.1369 -0.2530 0.0115
H -1.112 1.567 -1.156 -0.2009 -0.1361 -0.0517
H -1.944 0.365 -2.172 -0.1397 -0.1695 0.4567
H -1.654 -0.858 1.560 0.1207 -0.0723 -0.0137
H -1.196 0.804 1.121 -0.7446 0.0590 0.6199
H -3.345 1.477 0.078 -0.0713 -0.3866 0.0247
```
Forces are in eV/Å.

For the highest occupied orbital energy, the calculation gives -9.1 eV. Its total charge is 0. Its largest force on an atom is 0.037 hartree/bohr. As for the SMILES: CC(=O)N[C@H](C)CS. The calculation puts the LUMO energy at 0.672 eV. For the energy above the lowest of the compared OMol25 structures with the same formula, charge and spin, the calculation gives 67.9 kJ/mol. Its spin multiplicity is 1.